[1]
19
Properties=species:S:1:pos:R:3:forces:R:3:mulliken_charge:R:1 method="wB97M-V/def2-TZVPD" spin_multiplicity=1 homo_lumo_gap_ev=9.6 e_lumo_ev=0.469 smiles="C=C(C)O.O.O.O"
O 1.001 -0.593 -3.446 0.0 0.3 -0.1 -0.61
O -2.948 -1.185 -1.447 0.6 0.2 0.2 -0.65
O 0.973 2.116 3.469 0.0 0.0 -0.2 -0.64
O 1.299 -0.718 -0.482 0.5 -0.1 0.1 -0.47
C -0.234 -0.979 1.358 0.9 -0.1 0.2 -1.40
C -0.118 1.071 -0.130 0.8 -0.5 0.4 -0.98
C 0.319 -0.128 0.260 -0.9 -0.1 -0.5 0.94
H 0.433 1.515 -0.951 -0.4 0.4 0.0 0.21
H -2.057 -1.116 -1.821 -0.2 -0.1 -0.2 0.34
H 1.506 -1.612 -0.176 -0.2 0.3 0.0 0.28
H -0.332 -2.010 1.002 -0.2 0.1 0.1 0.42
H 0.502 2.779 2.954 -0.1 0.0 0.1 0.32
H -2.803 -0.770 -0.588 -0.3 0.0 0.0 0.31
H 1.613 0.031 -3.036 -0.1 -0.2 0.1 0.30
H 0.515 -0.980 2.151 0.0 -0.2 0.2 0.39
H -0.855 1.580 0.469 -0.1 0.2 -0.2 0.32
H 0.711 -0.142 -4.246 0.0 -0.1 0.0 0.30
H -1.153 -0.640 1.813 -0.2 0.2 -0.2 0.31
H 1.629 1.782 2.848 0.0 0.0 0.1 0.31

***

[2]
13
Properties=species:S:1:pos:R:3:forces:R:3:mulliken_charge:R:1 method="wB97M-V/def2-TZVPD" spin_multiplicity=1 homo_lumo_gap_ev=6.6 charge=+1 e_lumo_ev=-7.497
S 2.418 -1.778 0.566 -1.1 1.0 0.5 0.06
N -1.242 -0.936 -0.543 0.9 2.1 0.4 -0.60
C 1.099 -1.016 1.184 0.4 -0.5 -0.8 -0.49
C 1.322 1.117 -0.150 1.2 1.3 -0.5 -1.08
C 0.570 0.294 0.789 1.0 -1.0 -1.3 0.39
H -0.602 -1.741 -0.554 -1.5 0.3 -0.3 0.28
H -2.247 -0.865 -0.358 0.7 -1.4 0.5 0.26
H 2.260 1.520 0.466 -1.7 -0.9 -1.2 0.35
H 0.432 -1.544 1.829 -0.2 -0.4 0.7 0.43
H 1.690 0.609 -1.076 0.1 -0.1 1.2 0.38
H -0.277 0.679 1.311 -0.3 0.3 0.5 0.36
H 0.811 2.002 -0.553 -0.1 -0.1 0.7 0.37
H -1.121 -0.235 -1.265 0.6 -0.6 -0.4 0.29

***

[3]
81
Properties=species:S:1:pos:R:3:forces:R:3:mulliken_charge:R:1 method="wB97M-V/def2-TZVPD" spin_multiplicity=1 homo_lumo_gap_ev=6.6 charge=-1 e_lumo_ev=1.947
Sn -0.907 -0.036 -0.057 -0.4 -0.2 0.1 1.01
P -0.114 -2.098 -1.946 0.0 0.2 0.0 1.85
P 0.681 -1.575 3.327 -0.1 0.2 -0.1 0.77
P 2.786 -0.594 1.135 -0.1 0.0 0.0 0.27
O -0.368 -0.539 3.287 0.0 0.0 0.0 -0.70
O 3.064 -2.157 0.769 0.1 -0.1 0.0 -0.63
O 1.018 -2.389 4.546 0.1 -0.1 0.2 -0.94
O -2.126 -0.304 -1.999 -0.1 -0.2 0.2 0.67
O -6.135 1.945 -3.238 0.0 0.0 0.0 -0.62
O 0.512 -2.641 2.090 -0.1 -0.1 -0.2 -0.35
O 1.579 -0.098 0.406 0.1 0.0 -0.2 0.01
O 4.097 0.091 1.092 0.1 0.1 0.1 -0.91
O -2.620 1.522 -0.033 0.0 0.2 -0.1 -1.02
O 0.282 2.325 -3.645 0.1 0.0 0.0 -0.51
O -5.179 3.015 -0.668 0.0 0.0 0.0 -0.67
O -4.344 -0.264 -4.026 0.0 0.0 0.0 -0.69
N 0.131 1.228 -1.722 0.0 0.0 0.0 0.69
N 3.320 -1.765 3.488 0.0 -0.1 0.2 -0.12
C 3.596 -3.874 -1.841 0.0 0.0 0.0 -0.71
C 1.191 -0.598 -6.154 0.0 0.0 0.0 -0.75
C -3.175 0.444 -2.039 0.0 0.2 0.1 -0.38
C -3.422 1.395 -1.032 0.2 -0.2 0.0 1.39
C -3.677 -4.016 -1.372 0.0 0.0 0.0 -0.80
C 0.778 4.466 0.196 0.0 0.0 0.0 -1.70
C 0.912 0.339 -5.178 -0.1 0.0 0.0 -1.18
C 1.023 3.023 -0.238 0.0 0.0 0.0 1.59
C -1.511 -4.342 -3.058 0.0 0.0 0.0 0.23
C 0.023 2.654 -1.338 0.0 0.0 -0.1 -0.51
C 2.313 -0.790 2.902 0.1 -0.2 0.1 0.57
C 0.334 -1.395 -3.594 0.1 0.0 -0.1 0.17
C 1.261 -3.270 -1.679 0.1 0.0 -0.1 -0.03
C -4.654 2.130 -1.312 -0.1 0.1 0.0 -0.04
C 0.266 1.147 -2.985 0.0 0.0 -0.1 0.50
C 1.060 -4.378 -0.853 -0.1 0.0 0.0 -0.82
C -1.521 -3.263 -2.173 0.1 -0.1 -0.1 0.18
C 2.435 0.515 3.670 -0.1 0.1 0.0 -1.97
C 0.207 3.383 -2.673 0.0 0.0 0.0 -0.71
C 3.382 -4.979 -1.032 0.0 0.0 0.0 -0.61
C 0.480 -0.022 -3.896 -0.1 0.0 0.1 0.37
C 2.547 -3.024 -2.156 0.1 0.0 0.0 -0.28
C -3.669 -5.058 -2.284 -0.1 0.0 0.0 -0.48
C 2.110 -5.224 -0.534 0.0 -0.1 0.0 -0.62
C 2.473 2.781 -0.631 0.1 0.0 0.0 -1.47
C 1.058 -1.940 -5.863 0.0 0.0 0.0 -1.06
C -4.224 0.450 -3.048 0.0 0.0 -0.1 -0.44
C -2.579 -5.222 -3.124 0.0 0.0 0.0 -0.88
C 0.648 -2.314 -4.596 0.0 0.1 0.0 -0.06
C -2.614 -3.127 -1.320 0.0 0.1 0.0 0.01
C -5.167 1.563 -2.629 -0.1 0.1 0.0 0.43
H 3.556 -2.451 2.765 0.0 0.0 0.0 0.30
H 0.135 -3.465 2.425 0.1 0.1 0.0 0.27
H 2.741 -2.155 -2.771 0.0 0.0 0.0 0.38
H -4.505 -5.743 -2.337 0.0 0.0 0.0 0.38
H 4.588 -3.656 -2.215 0.0 0.0 0.0 0.41
H 2.254 -2.630 0.526 -0.1 0.1 0.1 0.27
H 1.519 -0.270 -7.132 0.0 0.0 0.0 0.39
H 4.202 -5.639 -0.781 0.0 0.0 0.0 0.39
H 2.255 0.357 4.737 0.0 0.0 0.0 0.50
H 1.449 4.740 1.011 0.0 0.0 0.0 0.44
H 3.130 3.040 0.200 0.0 0.0 0.0 0.48
H 2.779 3.395 -1.482 0.0 0.0 0.0 0.34
H 4.165 -1.283 3.783 0.0 0.0 0.0 0.35
H -2.556 -6.039 -3.835 0.0 0.0 0.0 0.42
H -0.629 4.027 -2.942 0.0 0.0 0.0 0.25
H 1.138 3.947 -2.732 0.0 0.0 0.0 0.35
H 1.278 -2.698 -6.603 0.0 0.0 0.0 0.44
H 0.070 -4.586 -0.464 0.0 0.0 0.0 0.46
H 0.806 2.366 0.613 0.0 0.0 0.0 -0.40
H -0.662 -4.523 -3.697 0.0 0.0 0.0 0.19
H 2.651 1.731 -0.861 0.0 0.0 0.0 0.11
H 1.930 -6.080 0.105 0.0 0.0 0.0 0.42
H -0.989 2.802 -0.957 0.0 0.1 0.1 0.54
H -4.517 -3.880 -0.703 0.0 0.0 0.0 0.43
H 1.670 1.202 3.313 0.0 0.0 0.0 0.30
H 0.603 -3.366 -4.371 0.0 0.0 0.0 0.26
H -2.657 -2.312 -0.612 0.0 0.0 0.0 0.09
H 3.418 0.962 3.502 0.0 0.0 0.0 0.47
H 2.796 -2.226 4.277 0.0 0.1 -0.2 0.47
H 0.967 5.166 -0.624 0.0 0.0 0.0 0.32
H 1.027 1.384 -5.410 0.0 0.0 0.0 0.50
H -0.248 4.612 0.535 0.0 0.0 0.0 0.44

***

[4]
19
Properties=species:S:1:pos:R:3:forces:R:3:mulliken_charge:R:1 method="wB97M-V/def2-TZVPD" spin_multiplicity=2 homo_lumo_gap_ev="3.1 / 6.2" charge=-1 s_squared=0.765 e_lumo_ev="3.396 / 3.371"
N 0.481 -1.304 -3.774 0.4 2.4 -0.9 -0.50
C -0.503 1.051 1.949 -0.8 -0.8 1.9 -0.25
C 0.483 -1.373 -2.370 2.8 -0.3 1.2 -0.13
C 0.655 -0.111 -4.259 -0.4 -1.4 0.6 -0.28
C -0.007 0.195 1.013 1.2 -2.2 -1.5 -0.66
C -1.633 1.343 4.112 -0.5 1.1 2.0 -0.87
C 1.604 -1.143 -1.582 -1.0 -1.6 -0.3 -0.72
C -1.144 0.554 3.140 0.6 -0.5 -1.9 -0.22
H -2.272 0.921 4.894 0.3 0.3 -0.1 0.25
H -0.003 0.334 -0.052 0.2 0.8 -0.3 -0.01
H 2.600 -1.241 -2.049 -0.6 0.9 -0.1 0.28
H -0.392 -1.885 -2.035 -0.7 0.3 0.8 0.45
H 0.228 -0.883 1.208 -0.6 0.8 0.4 0.13
H -1.308 2.402 4.216 -0.5 -0.7 -0.2 0.23
H 0.761 0.769 -3.590 0.0 -0.5 -0.4 0.31
H -1.352 -0.557 3.178 0.2 1.2 -0.2 0.21
H 1.648 -1.244 -0.455 -0.6 0.2 -1.6 0.22
H 0.601 0.047 -5.350 0.2 -0.2 0.6 0.24
H -0.446 2.126 1.807 -0.3 0.1 -0.1 0.32

***

E: -422.426580, -571.674677, -3451.625652, -327.909788 (a.u.)